Below is one molecule with the formula C4H9NOS at a distorted geometry, with properties calculated with ωB97M-V/def2-TZVPD.

Results
- E_tot: -685.97673 Eh
- SMILES: C[C@@H](CS)NC=O
- HOMO level: -9.30 eV
- Multiplicity: 1
- HOMO-LUMO gap: 10.0 eV
- Energy above the lowest of the compared OMol25 structures with the same formula, charge and spin: 26.5 kcal per mole

Element x y z (Å)
C: -0.0048 0.1497 0.1751
H: 2.7320 -0.2325 -0.7646
H: -0.4400 -1.8611 0.5586
H: 1.0161 -1.1685 1.5677
C: -1.9307 1.4486 0.8782
C: 0.0007 -1.0515 1.1455
H: -2.0157 0.2793 -0.7937
O: -1.3214 1.7504 1.8851
S: 1.9527 -1.1691 -1.3127
H: 0.6132 0.7908 -1.8470
H: -0.3336 -0.7510 -1.7510
H: -0.6820 -0.8831 1.9937
N: -1.4766 0.4627 0.0349
H: 0.5421 1.0050 0.5729
H: -2.8363 2.0283 0.6658
C: 0.3731 -0.0911 -1.2712